Record 1
38
Properties=species:S:1:pos:R:3:mulliken_charge:R:1 method="wB97M-V/def2-TZVPD" homo_ev=-11.15 total_charge=+1 e_above_lowest_ev=1.915 gap_ha=0.31339
C -0.61105 -2.08503 -1.15939 -0.346
C -0.06649 -1.23241 -2.31135 -1.018
C 0.05913 0.24349 -2.17077 -0.311
C -0.01245 0.88651 -1.00060 -0.040
N -0.15725 2.25568 -0.86037 -0.168
C -0.08492 2.81324 0.49481 -0.456
C 1.33378 2.92380 1.08242 -0.892
N 0.46038 -2.26457 -0.10863 -0.011
H -0.84456 -3.10586 -1.47209 0.423
H -1.42069 -1.51296 -0.71257 0.032
H 0.91625 -1.61692 -2.66766 0.425
H -0.64801 -1.46650 -3.22120 0.499
H 0.40938 0.68389 -3.09692 0.423
H -0.54367 0.34853 -0.20607 0.013
H 0.06872 2.97112 -1.53476 0.274
H -0.76064 2.21320 1.13178 0.202
H -0.53671 3.81198 0.49391 0.438
H 1.94630 3.60301 0.49742 0.328
H 1.07505 3.37820 2.04337 0.397
H 1.93071 2.02691 1.22914 0.042
H 1.46412 -2.04704 -0.33726 0.336
H 0.50029 -3.23398 0.19933 0.446
H 0.21436 -1.72249 0.74688 0.088
H -3.06958 -0.06982 0.69804 0.422
H -3.71607 0.02783 2.08755 0.304
O -3.03856 -0.46060 1.59022 -0.686
H 3.63346 -0.94393 2.69214 0.295
H 2.50485 0.01716 2.47741 0.326
O 2.73192 -0.93033 2.37337 -0.621
H -1.50847 -1.05183 1.99004 0.378
H -0.02146 -0.50763 2.63221 0.247
O -0.55175 -1.16199 2.14982 -0.649
H 3.30439 -0.87049 -1.57375 0.274
H 3.18272 -0.40947 -0.10482 0.259
O 2.75616 -0.95542 -0.79001 -0.589
H -2.53238 -0.07014 -1.62867 0.312
H -2.37674 1.37549 -1.09222 0.391
O -2.95652 0.60324 -1.04920 -0.788


Record 2
38
Properties=species:S:1:pos:R:3:mulliken_charge:R:1 method="wB97M-V/def2-TZVPD" homo_ev=-8.65 smiles="C/C=C/C[C@@H](C)N.O.O.O.O.O.O" total_charge=0 e_above_lowest_ev=2.435 gap_ha=0.32412
C -2.69816 -3.09036 0.26422 -1.310
C -1.80564 -2.38750 1.23938 0.051
C -2.18474 -1.27839 1.85204 -0.399
C -1.14941 -0.45216 2.59486 -1.165
C -0.14709 0.19024 1.62653 0.593
C -0.82004 1.28668 0.76387 -0.977
N 0.96553 0.67126 2.48866 -0.498
H -3.77514 -3.02605 0.57085 0.337
H -2.69831 -2.86899 -0.80900 0.224
H -2.52773 -4.16543 0.21330 0.363
H -0.84927 -2.83937 1.28173 0.427
H -3.12262 -0.74174 1.72652 0.331
H -1.54123 0.26872 3.29753 0.492
H -0.55056 -1.12446 3.25589 0.365
H 0.23132 -0.68370 1.04616 0.114
H -1.61422 0.88113 0.11646 0.259
H -1.20005 2.11595 1.37172 0.251
H -0.08196 1.70319 0.09136 0.212
H 0.63942 1.24286 3.25212 0.255
H 1.71107 0.92040 1.84568 0.093
O -2.31462 0.27484 -2.89316 -0.596
H -3.08164 0.03449 -2.35483 0.300
H -2.36194 -0.49883 -3.47403 0.300
O 3.03589 2.16176 -2.09964 -0.665
H 2.91276 2.84914 -1.43960 0.303
H 3.86966 1.79236 -1.79831 0.322
O 2.89698 1.23515 0.18333 -0.701
H 2.23098 0.97677 -0.45997 0.445
H 3.20339 0.45524 0.66435 0.300
O 1.46928 -0.22271 -3.22821 -0.662
H 1.69532 0.72150 -3.16341 0.289
H 2.18299 -0.51438 -3.81007 0.296
O 0.95372 -2.65963 -2.15022 -0.635
H 1.31908 -2.98285 -2.98603 0.249
H 0.86542 -1.72188 -2.42894 0.436
O 1.43328 3.84579 1.47304 -0.638
H 1.33361 4.60604 0.90227 0.287
H 1.57466 3.02490 0.97357 0.354


Record 3
41
Properties=species:S:1:pos:R:3:mulliken_charge:R:1 method="wB97M-V/def2-TZVPD" homo_ev=-8.07 smiles=Nc1ccccc1.O.O.O.O.O.O.O.O.O total_charge=0 e_above_lowest_ev=2.581 gap_ha=0.29968
N 1.04101 0.21139 -2.04487 -0.536
C 1.74799 -0.01896 -0.77363 0.006
C 1.03341 0.13386 0.43606 1.091
C 1.65271 0.06934 1.66429 -0.711
C 2.91092 -0.40068 1.67771 -0.672
C 3.82287 -0.32182 0.52710 -0.358
C 3.17665 -0.10619 -0.65998 -0.460
H 0.10097 0.40615 -1.76299 0.265
H 1.14063 -0.50978 -2.77428 0.243
H -0.15579 0.11584 0.37496 -0.179
H 1.13651 0.27214 2.59461 0.404
H 3.53035 -0.41454 2.60778 0.254
H 4.85868 -0.49259 0.72819 0.425
H 3.65623 0.01590 -1.70443 0.305
O -0.50408 -2.65218 -0.56765 -0.685
H 0.08683 -2.44423 -1.31657 0.285
H -1.30697 -2.07956 -0.62463 0.407
O -2.44573 -0.75370 -0.16386 -0.514
H -3.10133 -0.78180 -0.89501 0.264
H -2.29161 0.13651 0.16632 0.259
O 2.42184 -2.61029 -1.90472 -0.630
H 2.40598 -2.58454 -0.88628 0.359
H 3.15917 -2.35041 -2.28098 0.272
O -1.98489 1.54714 1.08560 -0.679
H -2.41225 2.23719 1.37266 0.270
H -1.88312 1.05473 2.05751 0.313
O -1.97545 0.11278 3.30889 -0.756
H -2.25929 -0.66308 2.65666 0.452
H -1.37333 -0.55800 3.63538 0.307
O -2.58545 0.60077 -2.14367 -0.672
H -2.99825 0.72141 -3.01423 0.276
H -2.41648 1.51029 -1.90367 0.380
O -1.79833 -2.21770 1.74126 -0.713
H -2.48163 -1.97859 1.12933 0.407
H -0.90292 -2.47432 1.59889 0.298
O -1.89561 2.97786 -1.80692 -0.741
H -2.02589 3.59991 -0.96338 0.326
H -0.88235 2.95253 -1.85825 0.376
O -0.03544 3.06452 0.05039 -0.623
H 0.14094 3.64970 0.89488 0.323
H -0.65434 2.49252 0.45781 0.360


Record 4
38
Properties=species:S:1:pos:R:3:mulliken_charge:R:1 method="wB97M-V/def2-TZVPD" homo_ev=-13.27 total_charge=+1 e_above_lowest_ev=4.912 gap_ha=0.38612
C 1.70121 1.32728 -0.86092 -1.247
C 0.40628 0.80977 -1.36462 1.066
C -0.64209 1.61369 -2.17669 -1.452
C -1.95900 2.00141 -1.40744 0.768
C -1.98767 2.47678 -0.06706 -1.440
C -2.99683 0.73498 -1.40906 -1.442
N 0.76972 -0.45642 -2.22076 -0.584
H 2.46627 0.61290 -1.14489 0.467
H 1.85057 2.44157 -1.12809 0.293
H 1.94916 1.22677 0.26500 0.199
H -0.12414 0.30135 -0.47653 0.185
H -0.83401 1.04557 -2.99218 0.539
H -0.25326 2.63840 -2.47412 0.314
H -2.53020 2.66784 -2.23125 0.226
H -1.82836 1.87161 0.80898 0.388
H -3.03136 2.63713 0.46938 0.327
H -1.18531 3.26941 0.14707 0.310
H -4.03373 1.08925 -1.06836 0.428
H -3.02218 0.25430 -2.42271 0.359
H -2.89349 0.03529 -0.60465 0.308
H 1.65184 -0.47721 -2.76450 0.369
H 0.85836 -1.34790 -1.57281 0.305
H 0.00609 -0.66538 -2.88445 0.327
H 1.37351 0.21913 4.34900 0.270
H 0.27765 0.25501 5.35004 0.286
O 0.45527 0.35054 4.48752 -0.566
H 1.14651 -3.64538 3.27413 0.289
H 1.78069 -2.58625 4.09006 0.317
O 1.83260 -3.03430 3.18317 -0.621
H 1.50292 -3.67954 1.11893 0.280
H 1.40592 -4.95665 0.25792 0.333
O 1.26837 -3.94732 0.37163 -0.560
H -1.84766 -1.98006 -1.52413 0.253
H -1.12890 -2.41239 -0.46447 0.252
O -0.94392 -1.84704 -1.15623 -0.526
H 2.34839 -0.18997 2.52714 0.330
H 3.46529 0.66361 1.55142 0.335
O 2.72550 0.68222 2.16453 -0.682


Record 5
40
Properties=species:S:1:pos:R:3:mulliken_charge:R:1 method="wB97M-V/def2-TZVPD" homo_ev=-9.23 total_charge=0 e_above_lowest_ev=5.199 gap_ha=0.14921
Al -0.07058 -0.56053 -1.60756 0.750
B 2.69253 -1.32398 0.00996 0.474
H 1.82090 -1.95765 -0.04451 -0.322
H 3.62044 -1.83431 -0.19685 -0.117
H 2.41177 -0.62323 -0.76100 -0.181
H 2.78216 -0.82833 0.96418 -0.221
B 1.22211 -3.54788 -2.15065 0.754
H 2.18922 -3.79114 -1.73862 -0.096
H 0.54456 -3.61995 -1.31401 -0.272
H 1.16617 -2.59281 -2.64960 -0.387
H 0.84609 -4.30997 -2.81554 -0.006
B -0.50582 -3.05432 1.01840 0.189
H -0.17846 -3.96835 0.54763 -0.088
H 0.35410 -2.54873 1.42967 -0.056
H -0.93499 -2.36926 0.30374 -0.373
H -1.18540 -3.26105 1.83062 -0.156
C 0.34836 3.47273 -2.49933 -0.811
O 0.36262 2.45220 -1.43071 -0.320
C 0.03956 2.87194 -0.08465 -0.336
C 1.04788 2.18157 0.90364 -1.086
N 0.77812 0.73568 1.06427 0.170
C -0.28684 0.33718 2.01523 -0.925
C -1.78992 0.44629 1.71199 -0.658
O -2.09307 0.41791 0.31302 -0.225
C -3.53939 0.71258 0.10785 -0.916
H -0.21957 3.04399 -3.32499 0.248
H 1.38412 3.66297 -2.78056 0.249
H -0.26391 4.31550 -2.17842 0.389
H -1.00834 2.70487 0.16449 0.112
H 0.14994 3.95156 -0.18622 0.600
H 1.04801 2.66710 1.87953 0.443
H 2.11783 2.34528 0.77518 0.451
H 1.67008 0.29303 1.23328 0.065
H -0.08992 0.98800 2.86714 0.371
H -0.05488 -0.68687 2.30785 0.337
H -2.09709 1.38842 2.16603 0.474
H -2.36010 -0.33248 2.21846 0.519
H -4.15782 0.14656 0.80445 0.337
H -3.96134 0.31726 -0.81617 0.302
H -3.79913 1.75822 -0.05725 0.318


Record 6
45
Properties=species:S:1:pos:R:3:mulliken_charge:R:1 method="wB97M-V/def2-TZVPD" homo_ev=-3.16 total_charge=-2 gap_ha=0.25736
Sn 0.66760 -1.21944 -1.09800 0.609
B -0.29086 1.46483 -2.62475 0.568
H -1.13193 0.79276 -2.69665 -0.152
H -0.23291 1.76127 -1.58889 -0.547
H 0.63296 0.93786 -2.80668 -0.264
H -0.43791 2.39263 -3.15560 -0.189
B 0.15558 -2.23846 -4.03078 0.752
H -0.64725 -1.59509 -3.70553 -0.221
H -0.12202 -2.59342 -5.01118 -0.208
H 1.06904 -1.68033 -4.16614 -0.328
H 0.32376 -3.02515 -3.31170 -0.368
B -2.03692 -2.73251 -1.15070 0.341
H -1.20054 -3.39086 -1.32752 -0.246
H -2.91520 -3.26672 -1.47856 -0.185
H -2.03612 -2.40742 -0.12183 -0.447
H -1.85981 -1.88218 -1.79085 -0.191
As 3.63657 2.47358 -0.32284 1.918
F 2.22245 3.47522 -0.33193 -0.435
F 4.53046 3.96859 0.18384 -0.534
F 5.16358 1.50256 -0.49056 -0.503
F 2.60258 1.04970 -0.82423 -0.420
F 3.86376 2.82838 -2.13510 -0.532
F 3.43320 2.06809 1.39871 -0.479
C -2.42870 0.65254 0.09790 -0.772
C -1.27921 0.93448 1.05387 -0.966
N -0.48766 -0.15346 1.62860 0.779
C -1.16027 -1.02013 2.55970 -0.529
C -0.60875 -2.44565 2.60334 -1.256
C 0.73813 0.43932 2.17661 -0.128
C 0.57916 1.71649 3.02182 -1.291
H -3.22279 0.00575 0.47098 0.365
H -1.98019 0.07973 -0.71378 -0.107
H -2.85585 1.61276 -0.19126 0.409
H -0.64835 1.63989 0.51301 0.419
H -1.79778 1.44859 1.86310 0.304
H -1.11043 -0.47655 3.50318 0.321
H -2.19262 -1.21573 2.26974 0.337
H 0.39565 -2.44811 3.02675 0.342
H -1.19432 -3.06755 3.28043 0.409
H -0.61308 -2.93186 1.62782 0.173
H 1.42653 0.64727 1.35748 -0.161
H 1.29598 -0.22010 2.84149 0.376
H 0.20870 2.57219 2.45735 0.279
H 1.58141 2.07774 3.25226 0.446
H -0.03563 1.46852 3.88706 0.312